[1]
{
  "formula": "C5H9N4O",
  "method": "the ωB97M-V functional and the def2-TZVPD basis",
  "elements": ["C", "C", "C", "C", "C", "N", "N", "N", "N", "O", "H", "H", "H", "H", "H", "H", "H", "H", "H"],
  "xyz": [[-0.611, 2.388, -1.248], [0.637, 2.973, -1.196], [-0.580, 1.327, -0.347], [-1.088, -2.142, -0.294], [0.329, -2.702, 1.570], [1.375, 2.283, -0.314], [0.632, 1.302, 0.191], [-0.320, -1.837, 0.607], [-1.665, -2.196, -1.341], [1.158, 0.487, 1.111], [-1.437, 2.686, -1.865], [1.027, 3.818, -1.729], [-1.337, 0.609, -0.096], [-0.358, -3.454, 1.963], [1.178, -3.215, 1.114], [0.683, -2.087, 2.399], [0.691, -0.407, 1.037], [-2.638, -2.278, -1.556], [2.325, 2.447, -0.006]],
  "forces_ev_per_angstrom": [[0.2, 0.1, 0.0], [-0.4, -0.1, -0.1], [-0.1, 0.2, -0.2], [0.4, 0.7, -0.1], [0.1, -0.6, 0.3], [0.4, 0.2, 0.0], [-0.6, -0.3, -0.2], [0.1, 0.4, 0.4], [-0.1, -0.4, -0.6], [0.3, -0.4, 0.6], [-0.1, 0.0, 0.0], [0.2, 0.1, 0.0], [0.0, -0.1, 0.2], [0.1, 0.1, 0.0], [0.0, 0.1, 0.1], [0.0, -0.2, 0.0], [-0.1, 0.6, -0.6], [-0.4, -0.1, 0.2], [-0.1, -0.2, 0.1]],
  "total_charge": 1,
  "relative_energy_ev": 3.513,
  "multiplicity": 1,
  "gap_ev": 10.31
}

[2]
{
  "formula": "C9H7MnN2O5",
  "method": "the ωB97M-V functional and the def2-TZVPD basis",
  "elements": ["O", "C", "Mn", "O", "C", "C", "O", "C", "O", "C", "O", "H", "C", "C", "N", "C", "C", "N", "H", "H", "H", "H", "H", "H"],
  "xyz": [[2.832, -1.957, -0.379], [2.050, -1.107, -0.437], [0.030, 0.328, 0.007], [-1.214, -2.431, 0.118], [-0.656, -1.423, 0.023], [0.501, 2.066, -0.162], [0.612, 3.229, -0.258], [-0.045, 0.516, -1.788], [-0.130, 0.705, -2.934], [0.283, 0.109, 1.777], [0.346, -0.009, 2.944], [1.373, 0.966, 0.239], [-3.199, -0.026, -1.580], [-2.925, 0.868, -0.437], [-1.819, 1.049, 0.276], [-2.103, 1.982, 1.286], [-3.404, 2.378, 1.144], [-3.918, 1.670, 0.052], [-3.070, -1.067, -1.286], [-4.235, 0.130, -1.892], [-2.540, 0.198, -2.417], [-1.387, 2.295, 2.018], [-3.982, 3.087, 1.710], [-4.832, 1.719, -0.319]],
  "forces_ev_per_angstrom": [[-3.4, 3.8, -0.3], [4.0, -4.3, 0.2], [0.9, 1.0, -0.2], [2.5, 4.2, -0.5], [-3.6, -6.5, 0.4], [0.5, 6.9, 0.5], [-0.2, -5.3, 0.2], [-0.4, 0.5, -9.7], [0.5, -0.8, 5.4], [1.0, -1.1, 10.3], [-0.3, 0.7, -6.5], [1.1, 0.2, -0.2], [-0.2, 0.5, 0.4], [-1.6, 0.0, -0.5], [-0.4, 1.5, 2.0], [2.0, -2.2, -1.8], [-3.7, -0.5, -2.3], [2.5, 1.3, 2.7], [0.0, -0.2, 0.0], [0.1, -0.2, -0.1], [0.0, -0.1, -0.2], [0.2, 0.2, 0.3], [-0.2, 0.2, 0.2], [-1.4, 0.2, -0.4]],
  "total_charge": 3,
  "relative_energy_ev": 0.000,
  "multiplicity": 4,
  "gap_ev": [9.03, 6.85]
}

[3]
{
  "formula": "C7H13NO",
  "method": "the ωB97M-V functional and the def2-TZVPD basis",
  "elements": ["C", "C", "C", "C", "C", "C", "C", "N", "O", "H", "H", "H", "H", "H", "H", "H", "H", "H", "H", "H", "H", "H"],
  "xyz": [[0.491, -1.614, -1.101], [0.503, -0.395, -0.420], [-1.234, 0.810, -1.445], [0.177, 2.087, 0.160], [-1.501, 0.301, 1.051], [1.636, -2.113, 1.242], [-0.499, 0.682, -0.100], [0.705, -1.640, 0.243], [0.521, -2.207, -2.104], [2.167, 0.463, -0.411], [-0.475, 1.127, -2.231], [-2.070, 1.502, -1.532], [-1.573, -0.136, -1.909], [-0.304, 2.740, -0.372], [0.147, 2.260, 1.204], [1.182, 2.080, -0.181], [-0.909, -0.331, 1.678], [-2.321, -0.127, 0.489], [-2.168, 1.143, 1.516], [1.760, -3.217, 0.972], [2.556, -1.590, 1.099], [1.207, -1.824, 2.154]],
  "forces_ev_per_angstrom": [[1.0, 0.2, 1.0], [2.9, 2.9, 2.6], [0.9, -0.1, -2.3], [1.5, -5.1, 2.2], [-0.9, 1.8, -1.6], [-0.6, -1.8, -2.5], [-0.7, 2.0, -0.6], [-0.7, 0.1, -0.5], [-0.2, -1.9, -2.2], [-2.8, -1.8, -0.4], [-0.7, 0.0, 0.9], [0.0, 0.2, 0.5], [0.0, 0.1, 0.8], [-3.0, 4.1, -2.6], [0.1, 0.6, 1.0], [1.0, -0.1, -0.2], [-0.6, -0.5, 1.1], [0.0, -1.5, 0.3], [2.3, -1.0, -0.4], [0.0, 1.4, 1.3], [1.0, 0.5, -0.2], [-0.2, -0.4, 1.7]],
  "total_charge": 0,
  "relative_energy_ev": 6.159,
  "multiplicity": 1,
  "gap_ev": 9.34
}

[4]
{
  "formula": "C17H19BrF2N4O3",
  "method": "the ωB97M-V functional and the def2-TZVPD basis",
  "elements": ["C", "C", "N", "N", "C", "C", "O", "N", "C", "C", "C", "C", "C", "C", "O", "C", "C", "N", "C", "C", "Br", "C", "O", "C", "C", "F", "F", "H", "H", "H", "H", "H", "H", "H", "H", "H", "H", "H", "H", "H", "H", "H", "H", "H", "H", "H"],
  "xyz": [[-0.764, 4.720, -3.103], [-0.958, 4.570, -1.583], [0.094, 3.775, -0.910], [-0.105, 2.448, -0.618], [1.093, 1.952, -0.238], [1.346, 0.569, 0.200], [2.439, 0.219, 0.699], [0.300, -0.324, 0.034], [0.207, -1.748, 0.199], [1.274, -2.561, 0.465], [1.149, -3.947, 0.678], [-0.108, -4.540, 0.642], [-1.229, -3.749, 0.365], [-1.067, -2.367, 0.118], [-2.481, -4.295, 0.374], [-2.667, -5.577, 0.950], [-1.547, -6.558, 0.520], [-1.736, -7.868, 1.119], [-0.179, -6.021, 0.944], [2.089, 3.031, -0.335], [3.904, 2.894, 0.111], [1.417, 4.162, -0.737], [1.942, 5.419, -0.891], [2.108, 6.107, 0.383], [1.016, 7.086, 0.814], [-0.124, 6.441, 1.160], [0.761, 7.977, -0.186], [-1.678, 5.081, -3.589], [0.084, 5.410, -3.318], [-0.506, 3.765, -3.539], [-1.002, 5.528, -1.122], [-1.936, 4.116, -1.359], [-0.521, 0.180, -0.231], [2.274, -2.193, 0.514], [2.022, -4.545, 0.961], [-1.990, -1.845, -0.109], [-3.621, -6.009, 0.667], [-2.683, -5.450, 2.048], [-1.605, -6.647, -0.588], [-1.542, -7.873, 2.137], [-2.649, -8.287, 0.922], [-0.074, -6.225, 1.991], [0.564, -6.563, 0.350], [3.042, 6.663, 0.210], [2.274, 5.409, 1.195], [1.373, 7.674, 1.684]],
  "forces_ev_per_angstrom": [[0.7, 0.3, 0.4], [-0.4, -0.8, -0.3], [0.2, -0.2, -0.1], [1.3, 0.7, -0.1], [0.3, 3.1, -0.8], [1.8, -2.8, 1.4], [-2.1, 1.0, -1.2], [0.4, 0.4, -0.2], [-1.4, 0.4, 0.0], [1.5, -1.3, 0.3], [-0.9, 1.1, 0.0], [0.9, -0.3, 0.4], [0.9, 0.2, 0.3], [-0.2, -0.6, 0.2], [-0.7, 0.7, -0.7], [1.4, -0.2, 0.5], [-0.6, 0.1, 0.3], [-0.1, -0.5, 0.4], [-1.3, 0.2, -1.6], [-0.8, -1.6, 0.5], [-0.2, 0.3, -0.1], [-0.3, -1.1, 0.2], [-1.5, -0.4, 0.8], [0.8, 0.4, -0.8], [1.1, 0.1, -0.1], [-0.2, 0.1, -0.2], [-0.4, -0.3, 0.1], [0.3, 0.0, 0.2], [-0.7, -0.4, 0.1], [0.0, -0.3, -0.1], [0.2, 0.8, 0.4], [0.6, -0.2, 0.0], [-0.8, -0.3, -0.3], [0.3, 0.6, 0.1], [-0.3, 0.3, -0.3], [0.2, 0.3, 0.1], [-0.2, 0.4, -0.3], [0.2, -0.2, -0.2], [0.1, 0.0, 0.6], [-0.4, 0.1, -1.0], [0.5, 0.3, 0.2], [0.4, -0.1, 0.7], [0.2, 0.1, 0.4], [-0.4, 0.1, 0.3], [0.0, -0.3, 0.1], [-0.2, -0.4, -0.3]],
  "total_charge": 0,
  "relative_energy_ev": 0.000,
  "smiles": "CCn1nc(C(=O)Nc2ccc3c(c2)OC[C@H](N)C3)c(Br)c1OCC(F)F",
  "multiplicity": 1,
  "gap_ev": 8.79
}